{
  "formula": "C78H160F18N11O12S6",
  "method": "the ωB97M-V functional and the def2-TZVPD basis",
  "species": ["C", "C", "C", "N", "C", "C", "C", "C", "C", "C", "H", "H", "H", "H", "H", "H", "H", "H", "H", "H", "H", "H", "H", "H", "H", "H", "H", "H", "H", "H", "C", "C", "C", "N", "C", "C", "C", "C", "C", "C", "H", "H", "H", "H", "H", "H", "H", "H", "H", "H", "H", "H", "H", "H", "H", "H", "H", "H", "H", "H", "C", "C", "C", "N", "C", "C", "C", "C", "C", "C", "H", "H", "H", "H", "H", "H", "H", "H", "H", "H", "H", "H", "H", "H", "H", "H", "H", "H", "H", "H", "C", "C", "C", "N", "C", "C", "C", "C", "C", "C", "H", "H", "H", "H", "H", "H", "H", "H", "H", "H", "H", "H", "H", "H", "H", "H", "H", "H", "H", "H", "C", "C", "C", "N", "C", "C", "C", "C", "C", "C", "H", "H", "H", "H", "H", "H", "H", "H", "H", "H", "H", "H", "H", "H", "H", "H", "H", "H", "H", "H", "C", "C", "C", "N", "C", "C", "C", "C", "C", "C", "H", "H", "H", "H", "H", "H", "H", "H", "H", "H", "H", "H", "H", "H", "H", "H", "H", "H", "H", "H", "C", "C", "C", "N", "C", "C", "C", "C", "C", "C", "H", "H", "H", "H", "H", "H", "H", "H", "H", "H", "H", "H", "H", "H", "H", "H", "H", "H", "H", "H", "C", "C", "C", "N", "C", "C", "C", "C", "C", "C", "H", "H", "H", "H", "H", "H", "H", "H", "H", "H", "H", "H", "H", "H", "H", "H", "H", "H", "H", "H", "C", "F", "F", "F", "S", "O", "O", "N", "S", "O", "O", "C", "F", "F", "F", "C", "F", "F", "F", "S", "O", "O", "N", "S", "O", "O", "C", "F", "F", "F", "C", "F", "F", "F", "S", "O", "O", "N", "S", "O", "O", "C", "F", "F", "F"],
  "positions_angstrom": [[5.3400, -2.9636, 5.2091], [5.4851, -1.6060, 4.5920], [6.9136, -1.0122, 4.3653], [6.8553, 0.4498, 3.8173], [5.9371, 0.6159, 2.5767], [6.6354, -0.0345, 1.3532], [8.0569, 0.4807, 1.0641], [8.8259, 0.2594, 2.3038], [8.3196, 0.9431, 3.6306], [6.4206, 1.4088, 4.9142], [6.0547, -3.6241, 4.7181], [4.3387, -3.3792, 5.0964], [5.5816, -3.0701, 6.2666], [4.9132, -1.0236, 5.3143], [5.0046, -1.4372, 3.6283], [7.3864, -1.5690, 3.5563], [7.3264, -0.9027, 5.3681], [4.9326, 0.2544, 2.7965], [5.9394, 1.6801, 2.3411], [6.7059, -1.1030, 1.5569], [5.9417, -0.0580, 0.5128], [8.4230, -0.1443, 0.2496], [8.1411, 1.5196, 0.7449], [9.1571, -0.7478, 2.5570], [9.8417, 0.6252, 2.1538], [8.9338, 0.7786, 4.5159], [8.3627, 2.0285, 3.5403], [5.4074, 1.1177, 5.1912], [6.4147, 2.4310, 4.5359], [7.0674, 1.2609, 5.7790], [1.3446, -4.4486, 5.8429], [0.3517, -4.6592, 4.6687], [1.0467, -5.5395, 3.6527], [0.1304, -6.1524, 2.5639], [-0.5973, -4.9563, 1.8652], [0.3654, -4.0214, 1.1044], [1.1780, -4.8299, 0.0852], [1.9075, -6.1041, 0.6648], [1.0056, -7.0222, 1.5228], [-0.7239, -7.1596, 3.2827], [0.7249, -3.8944, 6.5478], [2.2152, -3.8542, 5.5656], [1.5375, -5.4197, 6.2988], [0.1500, -3.6699, 4.2580], [-0.6121, -4.8400, 5.1447], [1.5021, -6.4389, 4.0671], [1.8557, -5.0608, 3.1009], [-1.0858, -4.4525, 2.6993], [-1.3618, -5.3787, 1.2131], [0.9261, -3.3375, 1.7416], [-0.2934, -3.2791, 0.6537], [1.8055, -4.1490, -0.4899], [0.4969, -5.2230, -0.6695], [2.8501, -5.9196, 1.1800], [2.1405, -6.7327, -0.1946], [1.6427, -7.7406, 2.0385], [0.3409, -7.5933, 0.8746], [-1.6408, -7.1552, 2.6934], [-0.9501, -6.9261, 4.3231], [-0.1068, -8.0564, 3.2267], [-9.6508, 1.0474, 2.9313], [-8.1836, 1.4078, 3.3611], [-7.4552, 0.2158, 4.0581], [-6.1288, -0.2220, 3.3659], [-5.0358, 0.8808, 3.6750], [-3.6044, 0.2118, 3.3527], [-3.2697, -1.0191, 4.1624], [-4.2664, -2.1032, 3.8430], [-5.8205, -1.5832, 4.0441], [-6.3010, -0.4480, 1.8402], [-10.1542, 1.9719, 2.6487], [-10.2076, 0.5077, 3.6973], [-9.5291, 0.2679, 2.1791], [-8.0368, 2.2735, 4.0071], [-7.6437, 1.6519, 2.4462], [-8.1171, -0.6484, 4.0018], [-7.2476, 0.2862, 5.1258], [-5.2433, 0.9983, 4.7386], [-5.1675, 1.8195, 3.1369], [-2.9206, 0.9925, 3.6858], [-3.2702, 0.1137, 2.3199], [-3.4417, -0.9058, 5.2328], [-2.2622, -1.3989, 3.9927], [-4.1523, -3.0286, 4.4076], [-4.2031, -2.3192, 2.7765], [-6.0944, -1.5552, 5.0988], [-6.5639, -2.2644, 3.6302], [-5.3453, -0.7980, 1.4499], [-6.4975, 0.4749, 1.2945], [-7.1802, -1.0826, 1.7289], [-2.0427, 0.4616, -5.3049], [-2.6755, 0.3037, -6.6717], [-4.1576, 0.4419, -6.5201], [-4.9769, 0.3472, -7.8632], [-6.5112, 0.4755, -7.5795], [-7.3766, 0.0585, -8.7771], [-7.1168, -1.3461, -9.1864], [-5.6145, -1.5166, -9.6720], [-4.6575, -0.9890, -8.5201], [-4.5934, 1.4490, -8.7941], [-0.9770, 0.6426, -5.4447], [-2.2280, -0.4236, -4.6964], [-2.3652, 1.3365, -4.7405], [-2.4800, -0.7252, -6.9740], [-2.2493, 0.9807, -7.4121], [-4.3138, 1.4114, -6.0470], [-4.5627, -0.3333, -5.8697], [-6.7494, -0.1952, -6.7539], [-6.8022, 1.5057, -7.3742], [-8.4307, 0.1066, -8.5038], [-7.1790, 0.7392, -9.6051], [-7.4132, -2.0034, -8.3691], [-7.7970, -1.5803, -10.0053], [-5.3889, -2.5380, -9.9785], [-5.4151, -0.9542, -10.5841], [-4.7308, -1.7275, -7.7218], [-3.6975, -0.9840, -9.0364], [-5.0381, 1.2350, -9.7660], [-3.5159, 1.4579, -8.9587], [-5.0173, 2.3685, -8.3906], [-0.3112, 4.3162, 5.1123], [0.9924, 5.1211, 5.1139], [1.1244, 6.1457, 6.3323], [2.6161, 6.5979, 6.5968], [3.6635, 5.4684, 6.6807], [5.0891, 5.9071, 7.0907], [5.1147, 6.8117, 8.3188], [4.1513, 7.9875, 8.2668], [2.7250, 7.5844, 7.7950], [2.9726, 7.4114, 5.3682], [-0.5324, 3.7949, 4.1810], [-1.2178, 4.8916, 5.2997], [-0.2727, 3.4941, 5.8270], [1.0540, 5.6650, 4.1713], [1.9090, 4.5355, 5.0425], [0.9097, 5.6001, 7.2512], [0.4844, 7.0274, 6.2991], [3.2204, 4.8028, 7.4215], [3.7611, 5.0193, 5.6924], [5.6527, 4.9932, 7.2784], [5.4974, 6.4838, 6.2608], [4.8376, 6.1380, 9.1297], [6.1465, 7.1397, 8.4446], [4.1179, 8.5295, 9.2119], [4.3803, 8.8763, 7.6790], [2.3379, 7.1408, 8.7124], [2.1156, 8.4510, 7.5389], [3.9434, 7.8579, 5.5831], [2.2958, 8.2170, 5.0835], [3.1787, 6.7997, 4.4898], [1.0746, 2.4578, -5.7716], [1.4128, 1.5717, -4.4559], [2.8311, 1.9513, -3.8793], [2.9956, 1.4423, -2.4125], [2.8152, -0.1064, -2.3173], [3.8263, -0.9262, -3.1128], [5.3178, -0.5726, -2.9181], [5.5559, 0.8937, -2.8071], [4.4657, 1.7424, -1.9613], [2.0053, 2.0289, -1.3927], [0.0096, 2.3674, -5.9851], [1.5579, 2.0816, -6.6733], [1.3141, 3.5069, -5.5982], [1.1809, 0.5585, -4.7841], [0.5929, 1.7319, -3.7557], [2.9917, 3.0276, -3.8164], [3.6493, 1.5621, -4.4851], [1.7925, -0.2743, -2.6551], [2.9718, -0.3735, -1.2722], [3.5631, -0.8808, -4.1696], [3.7453, -1.9790, -2.8421], [5.8680, -0.9683, -3.7718], [5.6859, -1.1051, -2.0411], [5.6761, 1.3663, -3.7819], [6.5743, 0.9639, -2.4250], [4.6267, 2.8196, -1.9177], [4.5015, 1.5497, -0.8891], [0.9680, 1.7539, -1.5834], [2.2313, 3.0948, -1.4215], [2.2931, 1.5321, -0.4661], [-1.0134, 3.7537, -0.6862], [-1.8784, 4.7335, -1.5458], [-0.9754, 5.5450, -2.5649], [-1.7912, 6.5762, -3.3711], [-0.8815, 7.2590, -4.4262], [-1.5550, 8.3841, -5.1466], [-2.8924, 7.8257, -5.8058], [-3.7987, 6.9982, -4.8703], [-2.9820, 5.8892, -4.2196], [-2.2175, 7.6635, -2.3771], [-1.5719, 3.5133, 0.2185], [0.0006, 4.1243, -0.5361], [-0.8581, 2.8207, -1.2278], [-2.3227, 5.4006, -0.8071], [-2.7205, 4.1829, -1.9651], [-0.4638, 4.8678, -3.2489], [-0.2970, 6.0830, -1.9028], [-0.7439, 6.5031, -5.1993], [0.0442, 7.5138, -3.9101], [-0.8532, 8.7618, -5.8901], [-1.8068, 9.2631, -4.5532], [-2.5273, 7.1567, -6.5850], [-3.4134, 8.6660, -6.2647], [-4.6555, 6.6408, -5.4415], [-4.3289, 7.6321, -4.1595], [-2.5048, 5.2276, -4.9426], [-3.5843, 5.3372, -3.4981], [-2.7946, 7.1029, -1.6417], [-2.8671, 8.4620, -2.7357], [-1.2856, 7.9703, -1.9022], [0.1419, -2.6521, -4.8447], [0.2361, -3.9874, -5.4786], [0.8244, -4.9241, -4.4832], [1.2249, -6.2747, -5.0321], [-0.0103, -6.9141, -5.8329], [0.3851, -8.2390, -6.3951], [0.7903, -9.2662, -5.3052], [1.8116, -8.7059, -4.3427], [1.6184, -7.2379, -3.8263], [2.4756, -6.0647, -5.9155], [1.0589, -2.1802, -4.4919], [-0.5353, -2.5263, -3.9999], [-0.1138, -1.9456, -5.6343], [0.8298, -3.8119, -6.3757], [-0.7973, -4.3056, -5.6165], [0.2115, -5.1340, -3.6066], [1.7699, -4.4296, -4.2600], [-0.9576, -6.9441, -5.2945], [-0.3149, -6.2405, -6.6339], [-0.4422, -8.6274, -6.9890], [1.1015, -8.0662, -7.1982], [-0.0914, -9.6247, -4.7740], [1.2076, -10.1321, -5.8191], [1.9758, -9.3926, -3.5124], [2.8378, -8.6763, -4.7091], [0.8853, -7.0970, -3.0320], [2.5511, -6.7830, -3.4928], [2.9111, -7.0288, -6.1781], [3.2275, -5.3433, -5.5955], [2.1318, -5.9523, -6.9438], [-0.7315, -0.9214, -1.4714], [0.4228, -1.6501, -1.3173], [-0.7307, 0.1840, -2.2961], [-1.5991, -1.7656, -1.9104], [-1.3356, -0.3587, 0.1748], [-2.1715, 0.7640, -0.0933], [-2.0325, -1.5732, 0.7133], [0.2257, 0.1042, 0.7209], [-0.0138, 0.3779, 2.1606], [-0.7296, 1.6823, 2.4126], [-0.4068, -0.7690, 2.9278], [1.8671, 0.5160, 2.6048], [2.1149, 0.4504, 3.9755], [2.6624, -0.3829, 1.9984], [2.2844, 1.7313, 2.3455], [0.9091, -1.1092, 7.4583], [2.0862, -1.7276, 7.1000], [0.1709, -1.2342, 6.4251], [0.2061, -1.7159, 8.4178], [1.2150, 0.7267, 7.8780], [1.2535, 1.4324, 6.5519], [0.1275, 1.0807, 8.7871], [2.7520, 0.6735, 8.6511], [2.7331, 1.8242, 9.6269], [2.1647, 3.0451, 9.0534], [2.5312, 1.6397, 11.0669], [4.6995, 2.2323, 9.6816], [5.4652, 1.1487, 9.8980], [5.1505, 2.6765, 8.4452], [4.9894, 3.1760, 10.5986], [-6.0610, -3.1721, -4.5106], [-6.9152, -3.8668, -5.1878], [-5.6027, -2.1761, -5.2902], [-6.5997, -2.7294, -3.3664], [-4.5045, -4.3418, -4.2045], [-4.4806, -5.4077, -5.2140], [-3.2604, -3.5720, -4.1806], [-4.9784, -5.2548, -2.7173], [-4.1606, -4.3310, -1.6434], [-2.7796, -4.8028, -1.2872], [-4.3540, -2.8853, -1.8346], [-5.2264, -4.8534, -0.0889], [-5.2071, -6.1760, 0.1967], [-4.9006, -4.0959, 1.0213], [-6.4475, -4.4835, -0.2561]],
  "atomic_forces_ev_per_a": [[1.2, -1.6, -0.7], [-0.3, 2.0, 0.2], [-2.1, 0.6, 0.2], [0.5, 1.2, 1.6], [2.2, 0.3, -0.6], [-0.9, -0.5, 0.5], [-1.7, -0.7, -0.2], [3.1, 0.6, 2.5], [-0.4, -1.0, -3.0], [-1.4, -1.1, -0.1], [-0.2, -0.5, -0.1], [0.0, 0.2, -0.2], [0.0, 0.7, 0.1], [0.1, 0.9, -0.2], [-0.5, -0.9, 0.1], [0.6, -0.1, 0.8], [1.0, -0.4, -0.5], [0.3, 0.1, 0.1], [-0.3, 0.2, 0.5], [0.3, -0.2, 0.1], [0.0, 0.6, -0.2], [0.3, 0.1, 0.0], [-0.4, 0.1, 0.0], [-1.0, -0.6, -0.3], [0.1, 0.6, 0.0], [-0.3, -0.8, 0.0], [-0.7, 0.0, -0.3], [0.0, 0.3, 0.2], [0.2, -0.2, 0.1], [0.0, 0.2, -0.1], [-1.6, 0.0, -0.1], [1.2, 1.5, 0.4], [-0.5, -1.5, -1.3], [1.7, 0.2, -0.2], [0.5, -0.7, 0.7], [-0.8, -0.5, 0.2], [-0.1, -0.4, 0.4], [-0.7, 0.4, -0.3], [-0.3, 2.2, 0.1], [-0.3, 0.5, -1.1], [0.6, 0.2, 0.3], [0.0, -0.3, 0.2], [0.5, 0.2, 0.0], [0.3, 0.2, -0.4], [0.0, -1.3, -0.5], [0.0, 0.1, 0.5], [-0.2, 0.5, 0.3], [-0.1, 0.1, -0.2], [0.1, 0.0, -0.2], [0.5, -0.6, 0.4], [-0.2, -0.4, -0.6], [0.5, -0.2, 0.2], [-0.4, 0.0, 0.0], [-0.1, 0.3, 0.0], [0.3, 0.0, -0.1], [-0.3, 0.2, 0.5], [-0.5, 0.3, 0.3], [-0.1, -0.8, 0.2], [0.2, 0.4, -0.3], [-0.8, -0.3, 0.2], [1.5, -0.1, 0.9], [0.4, -0.7, 0.5], [-0.3, -0.4, -1.5], [-0.6, 0.8, 0.0], [0.9, -3.4, -0.6], [0.0, 2.1, 1.5], [-1.2, -1.0, 0.7], [-2.8, 0.5, -1.2], [2.0, -0.3, -0.5], [0.1, 0.5, 1.2], [-0.2, -0.5, -0.4], [0.0, 0.5, 0.4], [-0.4, 0.5, -0.7], [-0.6, 0.1, 0.0], [0.0, 0.1, 0.0], [0.1, -0.2, -0.3], [0.2, 0.6, -0.2], [0.8, 0.4, 0.0], [-0.5, -0.4, -0.2], [0.2, 0.2, 0.1], [-1.0, -0.2, -0.3], [0.6, 0.8, 0.3], [-0.1, 0.4, 0.0], [-0.1, 0.1, 0.0], [0.1, -0.4, -0.1], [0.3, 0.6, 0.1], [0.3, -0.1, -0.4], [-0.3, -0.6, 0.1], [0.0, 0.2, 0.5], [0.5, -0.4, -0.2], [0.5, 0.3, 0.2], [0.0, -0.9, -0.2], [-1.0, 0.3, -0.7], [-0.3, 0.1, 0.2], [-0.1, -0.6, -0.6], [0.6, 0.4, 0.3], [1.0, -0.8, -1.5], [-1.3, 1.3, 1.5], [-1.0, -1.5, -1.1], [-0.3, -0.2, -0.3], [0.0, -0.5, 0.2], [0.1, 0.0, 0.1], [-0.3, 0.1, -0.1], [0.3, 0.0, -0.3], [0.0, 0.1, 0.1], [-0.7, 0.2, -0.3], [0.0, 0.1, -0.1], [0.3, 0.2, 0.2], [0.8, 0.0, 0.5], [0.1, 0.5, 0.2], [-0.3, 0.1, -0.1], [0.5, -0.3, 0.1], [0.1, -0.2, -0.1], [0.2, -0.1, 0.7], [-0.3, 0.3, 0.0], [0.5, 0.0, 0.0], [0.4, 0.4, 0.9], [-0.1, 0.1, 0.1], [-0.2, 0.2, 0.3], [0.4, 0.1, -0.2], [0.0, -0.7, 0.4], [0.1, 1.6, 0.0], [1.3, -2.1, 0.6], [0.1, 1.8, -1.8], [-0.4, 0.2, 0.8], [-1.3, 1.1, -0.4], [0.1, -0.5, -0.2], [-0.6, 0.8, -1.3], [0.1, -0.7, 1.2], [1.5, 0.3, 0.0], [0.5, 0.2, -0.4], [0.2, 0.4, 0.2], [0.0, 0.2, 0.3], [-0.2, 0.5, 0.0], [-0.4, -0.6, 0.5], [-0.3, -0.1, 0.0], [0.3, 0.1, -0.3], [0.2, -0.5, -0.1], [-0.5, -0.1, 0.2], [0.0, 0.1, -0.2], [0.4, -0.3, -0.2], [0.1, 0.3, 0.5], [-0.1, 0.1, 0.3], [-0.6, -0.7, 0.5], [1.1, -0.4, -0.8], [-0.8, -0.6, -0.5], [0.1, -0.1, 0.0], [-0.1, 0.3, 0.0], [-0.4, -0.3, 0.5], [-0.5, -0.4, 0.2], [0.3, -0.9, 1.3], [-0.1, 1.6, -1.7], [-1.6, -1.1, 0.6], [1.3, -1.3, -0.3], [0.7, 0.7, -0.3], [0.2, 0.1, -0.7], [-1.3, -0.7, -0.1], [-0.4, 1.9, 0.5], [0.2, -1.0, -0.2], [1.5, -0.3, -0.7], [-0.1, 0.2, 0.2], [0.5, 0.0, 0.2], [0.0, 0.0, -0.1], [1.1, -0.5, 0.2], [0.3, 0.6, 0.4], [-0.4, 0.1, 0.0], [-0.2, -0.3, 0.2], [0.2, -0.2, 0.3], [-0.5, 0.3, 0.2], [0.1, 0.1, -0.2], [-0.5, 0.0, 0.1], [0.1, 0.0, 0.1], [0.0, 0.1, 0.2], [-0.4, 0.0, -0.1], [-0.2, 0.7, 0.7], [0.0, 0.1, -1.0], [-0.1, -0.8, 0.0], [0.3, 0.2, -0.4], [-0.5, 0.0, 0.4], [-0.1, 0.4, 0.2], [-0.4, 0.0, -1.3], [1.0, 0.0, 0.3], [-2.2, -0.5, 0.9], [-0.1, 0.5, -1.1], [-0.4, -0.8, 0.6], [-1.8, 0.2, -0.1], [1.3, 0.4, 0.2], [0.4, 0.8, -0.5], [0.1, 1.4, 1.6], [-0.4, -1.8, 0.3], [0.5, 0.0, 0.1], [-0.2, 0.4, 0.6], [-0.3, -0.1, -0.1], [0.0, 0.3, -0.2], [0.3, 0.0, -0.4], [0.1, 0.1, -0.2], [0.4, 0.2, -0.5], [0.6, -0.3, 0.3], [0.0, 0.0, -0.1], [-0.2, -0.2, -0.3], [0.2, -0.1, 0.4], [-0.3, 0.0, -0.3], [-0.1, -0.2, 0.0], [0.3, -0.6, -0.2], [0.4, 0.0, 0.4], [0.1, 0.0, 0.2], [0.2, -0.1, -0.1], [0.0, 0.4, 0.1], [0.6, -0.2, -0.4], [-0.2, 0.5, -0.2], [-0.1, 2.5, 0.3], [-1.1, -0.2, 0.5], [1.5, -0.7, -0.2], [-0.3, -0.8, 0.2], [0.7, 0.8, -0.3], [-0.2, -0.7, -0.1], [0.0, 0.5, -1.0], [1.2, 1.0, 0.9], [-0.4, 0.2, -1.5], [-1.4, -1.9, -1.5], [0.7, -0.6, 0.1], [-0.4, -0.4, -0.3], [-0.6, 0.1, 0.1], [-0.1, -0.8, -0.2], [0.0, 0.1, -0.9], [-0.1, 0.5, -0.1], [0.1, -0.4, 1.0], [0.5, -0.1, 1.2], [0.8, 0.3, -0.1], [-0.4, 0.0, 0.3], [0.7, -0.3, 0.3], [-0.1, 0.2, 0.0], [0.1, -0.1, 0.2], [-0.5, 0.2, 0.4], [-0.1, -0.2, -0.8], [-0.3, -0.1, -0.3], [0.1, -0.3, 0.2], [0.5, -0.2, 1.2], [-0.6, -0.1, 0.3], [-0.3, 1.4, 0.1], [-0.4, 0.0, 1.0], [-0.2, 1.5, -0.9], [1.3, -1.6, 0.5], [-1.0, -0.6, -1.1], [-0.3, -2.4, -0.4], [-0.2, 0.5, 0.1], [2.4, 2.8, -0.7], [-2.4, -1.8, -4.5], [0.2, 3.7, 5.8], [2.2, -3.2, -0.2], [-0.2, 0.0, 0.5], [-0.6, 0.6, 2.9], [-0.8, -1.1, -1.7], [-0.4, 0.1, 0.0], [0.6, 1.1, -1.5], [1.4, 0.0, 1.0], [-0.6, 0.3, 1.3], [-1.7, 0.6, -2.7], [1.4, 0.0, 0.5], [0.0, 1.8, -1.1], [0.2, -2.1, 2.9], [1.3, -0.8, -1.3], [-2.9, -2.6, -2.9], [2.6, 4.9, 4.6], [0.4, -0.5, 0.2], [-0.1, -0.5, -2.4], [-0.4, -0.5, -0.8], [-0.5, 0.3, 0.5], [-0.5, 0.3, 0.6], [-0.3, -0.7, -0.9], [1.8, -0.9, 1.2], [-0.9, -0.3, -0.4], [-0.4, 0.4, 0.3], [0.4, 0.0, -1.4], [0.3, -3.9, 0.2], [-0.9, 1.9, 0.7], [-1.4, 0.1, 0.1], [2.3, 3.6, -1.7], [0.9, -0.9, 2.0], [-2.5, 0.9, -0.7], [0.2, -1.7, 0.9], [1.0, 0.7, 0.6], [0.6, 1.2, -0.2], [1.3, -1.1, -0.4], [-2.2, 0.0, -1.3]],
  "mulliken_spin": [0.000, 0.000, 0.001, -0.020, 0.081, -0.039, 0.006, 0.002, 0.002, 0.001, 0.000, 0.001, 0.000, 0.001, 0.002, 0.000, 0.001, -0.019, -0.005, 0.002, 0.036, -0.003, -0.007, 0.001, -0.001, 0.001, -0.001, 0.001, 0.001, 0.001, 0.000, -0.001, -0.001, 0.000, 0.000, -0.009, 0.000, -0.002, 0.001, 0.000, 0.000, 0.001, 0.000, 0.000, 0.000, 0.000, 0.002, 0.000, 0.001, -0.007, 0.005, 0.026, -0.001, 0.000, 0.000, 0.000, 0.000, 0.000, 0.000, 0.000, 0.000, 0.000, 0.000, -0.001, 0.000, -0.002, 0.000, 0.000, 0.000, 0.003, 0.000, 0.000, 0.000, 0.000, 0.000, 0.000, 0.000, 0.000, -0.001, 0.003, 0.000, 0.000, 0.001, 0.000, 0.000, 0.000, 0.000, -0.004, 0.001, 0.000, -0.186, -0.003, 0.070, -0.111, 0.018, 0.002, 0.000, 0.002, -0.002, 0.045, 0.023, 0.051, 0.045, 0.010, 0.026, 0.104, -0.011, 0.001, -0.006, -0.001, -0.001, 0.000, 0.000, 0.000, 0.000, -0.002, 0.005, 0.008, -0.013, 0.018, 0.000, 0.004, 0.001, -0.007, -0.005, 0.000, 0.000, 0.000, 0.000, 0.012, -0.002, 0.000, -0.001, -0.003, 0.002, 0.000, 0.000, -0.002, 0.007, 0.000, -0.001, 0.000, 0.000, 0.000, 0.000, 0.000, 0.000, 0.000, 0.001, -0.007, 0.461, -0.674, 0.536, -1.411, -0.100, 0.122, 0.022, 0.010, 0.223, 0.467, 0.082, -0.109, -0.028, 0.056, 0.162, 0.167, -0.029, 0.065, 0.086, -0.005, 0.004, -0.025, 0.011, -0.003, -0.008, -0.062, 0.169, 0.189, -0.047, 0.103, -0.188, 0.164, 0.151, -1.345, 0.384, -0.018, 0.056, 0.078, 0.479, 0.083, -0.024, 0.037, -0.031, 0.036, 0.098, 0.841, -0.213, -0.025, 0.052, -0.008, -0.001, -0.025, 0.002, -0.032, 0.007, -0.150, -0.031, -0.001, 0.016, 0.016, -0.044, 0.000, -0.033, -0.004, 0.000, 0.000, 0.000, 0.000, 0.001, 0.002, 0.054, 0.036, 0.001, 0.006, -0.001, -0.008, 0.024, 0.000, 0.000, 0.000, 0.000, 0.000, 0.000, 0.000, 0.000, 0.001, 0.001, 0.000, 0.005, 0.000, 0.190, -0.001, 0.017, -0.021, -0.189, 0.066, 0.001, 0.025, 0.156, -0.021, 0.000, -0.221, 0.006, -0.010, 0.013, -0.001, 0.000, -0.001, 0.000, -0.002, -0.003, 0.000, 0.000, 0.000, 0.000, 0.000, 0.000, 0.000, 0.000, 0.000, -0.003, 0.000, -0.004, 0.000, -0.006, 0.000, -0.015, 0.000, -0.006, 0.000, -0.004, 0.001, 0.000, 0.000, 0.000],
  "orbital_gap_ha": [0.072, 0.277],
  "total_energy_ev": -238320.658,
  "multiplicity": 2,
  "homo_energy_ev": [-8.32, -13.98],
  "charge": 4,
  "s_squared": 0.7508
}